# 1
Here is 2 unconnected molecules or ions with the total composition C2H11N2 in a non-equilibrium geometry from the Open Molecules 2025 dataset. Energies are from ωB97M-V/def2-TZVPD.

Structure (XYZ):
```
15
C2H11N2 ωB97M-V/def2-TZVPD
N 2.27400 0.10969 0.40956
H 2.76400 0.76353 -0.20074
H 0.54989 -0.28236 0.00927
H 2.68797 0.19748 1.33816
H 2.52920 -0.83331 0.10582
C -1.35380 -0.95338 -0.88301
N -0.48723 -0.33110 0.22006
C -0.86562 1.18534 0.20885
H -0.98393 -0.40934 -1.74945
H -2.39410 -0.83262 -0.60172
H -1.11538 -1.99984 -0.99742
H -0.67746 -0.70986 1.15845
H -1.95374 1.16922 0.10288
H -0.38050 1.52735 1.13376
H -0.35516 1.61650 -0.64775
```

Multiplicity   2
Kohn-Sham gap (alpha / beta)   4.07 / 11.78 eV
⟨S²⟩   0.751
E_HOMO (alpha / beta)   -2.80 / -10.98 eV
ΔE to the lowest compared entry with this formula, charge and spin   14.0 kcal per mole

# 2
Here is 2 unconnected molecules or ions with the total composition C2H11N2 in a non-equilibrium geometry from the Open Molecules 2025 dataset. Energies are from ωB97M-V/def2-TZVPD.

Structure (XYZ):
```
15
C2H11N2 ωB97M-V/def2-TZVPD
N 1.99238 -0.32278 0.72888
H 2.80818 -0.31315 0.13052
H 0.23437 -0.65809 0.33368
H 2.15551 0.44331 1.36944
H 2.17401 -1.11885 1.33843
C -0.46702 -0.04699 -1.51211
N -0.67957 -0.35809 -0.07203
C -1.20126 0.76095 0.72496
H 0.41507 0.57151 -1.64049
H -1.34767 0.41060 -1.94033
H -0.32268 -0.97325 -2.06672
H -1.34938 -1.12364 -0.08294
H -0.60345 1.65194 0.55799
H -2.25250 0.98037 0.56003
H -1.15016 0.50682 1.77889
```

Multiplicity   1
Kohn-Sham gap   12.67 eV
Charge   +1
E_HOMO   -15.75 eV
ΔE to the lowest compared entry with this formula, charge and spin   9.7 kcal per mole

# 3
Here is 2 unconnected molecules or ions with the total composition C2H11N2O in a non-equilibrium geometry from the Open Molecules 2025 dataset. Energies are from ωB97M-V/def2-TZVPD.

Structure (XYZ):
```
16
C2H11N2O ωB97M-V/def2-TZVPD
N -0.53520 0.48323 -0.01228
C 0.23255 -0.79071 -0.01909
C 1.47780 -0.65980 0.93864
N 2.58389 -0.14646 0.17387
H -0.24436 1.28759 -0.68925
H -1.60294 0.44067 -0.26016
H -0.40126 0.70984 0.99990
H -0.53068 -1.57345 0.19620
H 0.68244 -1.04914 -0.99052
H 1.16168 -0.01259 1.76835
H 1.75630 -1.74058 1.12230
H 3.27480 0.29128 0.74515
H 2.90725 -0.74495 -0.45374
H -3.58060 1.94321 -1.41611
H -3.71021 0.38168 -1.35154
O -3.47143 1.18017 -0.75173
```

Multiplicity   1
Kohn-Sham gap   9.84 eV
Charge   +1
E_HOMO   -13.29 eV
ΔE to the lowest compared entry with this formula, charge and spin   37.4 kcal per mole

# 4
Here is 2 unconnected molecules or ions with the total composition C2H11N2O in a non-equilibrium geometry from the Open Molecules 2025 dataset. Energies are from ωB97M-V/def2-TZVPD.

Structure (XYZ):
```
16
C2H11N2O ωB97M-V/def2-TZVPD
N 1.19783 0.05981 -0.22090
C -0.07468 -0.41571 0.30303
C -0.32230 0.29979 1.57973
N -0.56546 1.69548 0.96343
H 2.00348 -0.25255 0.30708
H 1.07131 1.08884 -0.00464
H 1.39637 -0.21560 -1.17947
H 0.01599 -1.51858 0.24067
H -0.96996 -0.09150 -0.25984
H 0.56515 0.26324 2.31410
H -1.09071 0.03195 2.24928
H -1.50567 2.01262 0.78721
H -0.28879 2.44035 1.51435
H -0.02120 -1.29405 -3.02274
H -1.12926 -1.98547 -2.26169
O -0.26143 -1.50885 -2.14732
```

Multiplicity   2
Kohn-Sham gap (alpha / beta)   11.60 / 4.78 eV
Charge   +2
⟨S²⟩   0.754
E_HOMO (alpha / beta)   -19.42 / -19.41 eV
ΔE to the lowest compared entry with this formula, charge and spin   61.3 kcal per mole

# 5
Here is a molecular structure, C2H11N2O in a non-equilibrium geometry from the Open Molecules 2025 dataset. Energies are from ωB97M-V/def2-TZVPD.

Structure (XYZ):
```
16
C2H11N2O ωB97M-V/def2-TZVPD
C -0.44340 -5.32774 -0.88067
N -0.40913 -5.84784 -2.22699
C 0.38130 -4.02548 -0.82210
N 1.77229 -4.37861 -0.55289
H -4.29085 35.93581 9.17245
H -1.46603 -5.15933 -0.56682
H 0.65405 -6.11216 -2.52542
H -0.06866 -6.06470 -0.10390
H 0.02693 -3.37115 0.02307
H 0.23214 -3.47894 -1.76839
H -1.08156 -6.59377 -2.41639
H 2.40267 -3.56643 -0.47831
H -4.46538 35.84960 9.93628
H 2.56604 -6.64498 -3.07544
H 2.16301 -5.06733 -1.28440
O 2.02656 -6.14696 -2.43007
```

Multiplicity   2
Kohn-Sham gap (alpha / beta)   0.82 / 1.56 eV
Charge   +2
⟨S²⟩   1.753
E_HOMO (alpha / beta)   -14.88 / -14.88 eV
ΔE to the lowest compared entry with this formula, charge and spin   175.2 kcal per mole

# 6
Here is 3 unconnected molecules or ions with the total composition C2H11N2O2 in a non-equilibrium geometry from the Open Molecules 2025 dataset. Energies are from ωB97M-V/def2-TZVPD.

Structure (XYZ):
```
17
C2H11N2O2 ωB97M-V/def2-TZVPD
C -1.16212 -0.26645 1.51637
N 1.16352 1.17208 -1.03789
C 0.03623 0.92425 -0.33993
N 0.03744 0.15429 0.72543
H -1.39714 -1.23216 1.23298
H -2.07392 0.25082 1.28145
H -0.94179 -0.20235 2.56947
H 2.00841 0.57825 -0.79552
H 1.03171 1.65329 -1.96035
H -0.92734 1.48728 -0.71202
H 0.94580 0.09431 1.21197
H -2.93410 -0.10389 -1.52331
H -2.07646 -1.50563 -1.56956
O -2.17569 -0.59003 -1.28507
H 3.51326 -0.66302 -0.18493
H 2.38881 -1.25501 0.71300
O 2.56338 -0.49601 0.15790
```

Multiplicity   1
Kohn-Sham gap   11.40 eV
Charge   +1
E_HOMO   -14.36 eV
ΔE to the lowest compared entry with this formula, charge and spin   31.9 kcal per mole

# 7
Here is 3 unconnected molecules or ions with the total composition C2H11N2O2 in a non-equilibrium geometry from the Open Molecules 2025 dataset. Energies are from ωB97M-V/def2-TZVPD.

Structure (XYZ):
```
17
C2H11N2O2 ωB97M-V/def2-TZVPD
C -0.25393 1.10204 0.49210
C 0.35125 0.15432 -0.31327
N -0.41985 -1.07170 -0.50236
N -1.63954 1.16137 0.56238
H 0.38001 1.68787 1.05419
H 1.44604 -0.09021 -0.20136
H 0.19098 -1.88216 -0.64218
H -0.95988 -1.49974 0.24602
H -0.98143 -0.81784 -1.33669
H -2.10537 0.93764 -0.29943
H -1.79191 2.18222 0.87866
H -0.78874 -3.22933 -2.70331
H -0.85677 -4.65991 -2.39669
O -0.68530 -3.79989 -1.93668
H 3.35954 3.40280 1.87700
H 2.31094 3.34644 3.03300
O 2.44396 3.07609 2.18860
```

Multiplicity   1
Kohn-Sham gap   9.77 eV
Charge   +1
E_HOMO   -13.35 eV
ΔE to the lowest compared entry with this formula, charge and spin   67.5 kcal per mole

# 8
Here is 3 unconnected molecules or ions with the total composition C2H11N2O2 in a non-equilibrium geometry from the Open Molecules 2025 dataset. Energies are from ωB97M-V/def2-TZVPD.

Structure (XYZ):
```
17
C2H11N2O2 ωB97M-V/def2-TZVPD
C -0.47329 -0.48916 0.18746
C -1.11992 0.31890 1.10979
N -2.52148 0.01607 1.51596
N 0.79184 -0.42377 -0.19085
H -1.13175 -1.31196 -0.30516
H -0.50957 0.95226 1.81296
H -3.24188 0.77802 1.59976
H -2.74868 -0.38378 2.48141
H -2.88818 -0.70246 0.85585
H 1.11527 0.44012 -0.49026
H 1.14627 -1.17630 -0.77179
H 1.03369 3.94759 -1.04224
H 2.34078 3.27850 -0.98407
O 1.49469 3.24635 -0.48224
H 2.76490 -2.44590 -2.20736
H 2.02887 -3.45594 -1.32348
O 1.91845 -2.58853 -1.76573
```

Multiplicity   1
Kohn-Sham gap   9.24 eV
Charge   +1
E_HOMO   -12.65 eV
ΔE to the lowest compared entry with this formula, charge and spin   53.2 kcal per mole

# 9
Here is 3 unconnected molecules or ions with the total composition C2H11N2O3 in a non-equilibrium geometry from the Open Molecules 2025 dataset. Energies are from ωB97M-V/def2-TZVPD.

Structure (XYZ):
```
18
C2H11N2O3 ωB97M-V/def2-TZVPD
N 0.69912 0.58216 0.65178
C 0.05160 1.62303 -0.22783
C -1.16420 0.96186 -0.95322
N -2.10062 1.83084 -1.41208
O -1.15757 -0.23506 -1.08515
H 0.72980 -0.43368 0.27630
H 1.61983 0.89410 0.94168
H 0.13116 0.50495 1.51092
H 0.74974 1.87607 -1.02903
H -0.24547 2.49810 0.31429
H -2.18605 2.53877 -0.70678
H -2.95424 1.66057 -1.92402
H -0.00303 -2.53730 -0.61928
H 1.16246 -2.69640 0.31000
O 0.62686 -1.99886 -0.10001
H 1.56592 -2.12325 2.86479
H 2.91269 -1.80414 2.40922
O 2.00690 -1.79477 2.06424
```

Multiplicity   1
Kohn-Sham gap   10.96 eV
Charge   +1
E_HOMO   -14.11 eV
ΔE to the lowest compared entry with this formula, charge and spin   13.9 kcal per mole

# 10
Here is 2 unconnected molecules or ions with the total composition C2H11N2O3Si from the Open Molecules 2025 dataset. Energies are from ωB97M-V/def2-TZVPD.

Structure (XYZ):
```
19
C2H11N2O3Si ωB97M-V/def2-TZVPD
C 1.03402 0.55012 1.49104
C 0.30837 0.65680 0.21667
N 1.41364 -1.16552 -0.89651
N 0.65689 1.58602 -0.61491
O -1.58036 -1.46740 0.90383
O -1.42142 -0.35115 -1.63056
O -2.47989 0.94960 0.44697
Si -1.42799 -0.16587 -0.02725
H 1.03599 -0.46843 1.86120
H 0.48122 1.14548 2.22235
H 2.04768 0.94086 1.43203
H 2.40491 -0.95522 -0.87769
H 1.08699 -1.15332 -1.85215
H 1.49710 2.13996 -0.48325
H 1.28710 -2.09830 -0.51772
H 0.12639 1.73377 -1.46254
H -1.24115 -2.33601 0.70315
H -2.22073 -0.41068 -2.15147
H -3.00874 0.86930 1.23680
```

Multiplicity   1
Kohn-Sham gap   11.10 eV
Charge   +1
E_HOMO   -14.49 eV
ΔE to the lowest compared entry with this formula, charge and spin   0.0 kcal per mole